No. 1
Computed, not measured: a structure of composition C21H31AlB2BrCl5F5LiN3O7S, with the ωB97M-V functional and the def2-TZVPD basis.

Computed properties:
Spin multiplicity = 1
Charge = +1

CARTESIAN COORDINATES (ANGSTROEM)
N 4.74496 -1.32367 -1.64124
C 4.14984 0.07322 -1.91412
N 3.24588 -0.09671 -3.12733
N 5.36961 0.96670 -2.19206
C 3.32884 0.48284 -0.55382
C 1.72193 0.74255 -0.76869
C 0.60990 -0.37813 -0.21948
C -1.03423 -0.12669 -0.39499
C -1.65052 1.23603 -1.10048
C -0.56690 2.34698 -1.63882
C 1.07991 2.10163 -1.48012
C 2.08827 3.29770 -2.07187
O 3.19026 3.04325 -2.79905
C 1.57556 4.85094 -1.72248
C 2.61378 6.02269 -1.23153
C 2.02100 7.51005 -0.86049
C 0.39246 7.77548 -1.04560
C -0.67403 6.59490 -1.54438
B -2.27779 6.96416 -1.69249
O -3.15573 6.65124 -0.54790
O -2.73981 7.56969 -2.96307
C -0.07204 5.09760 -1.87141
C -1.01895 3.79913 -2.33479
O -2.03122 3.88106 -3.20280
H 5.42094 -1.46285 -2.44932
H 5.34093 -1.15240 -0.77712
H 3.82659 -0.03494 -4.00713
H 2.84754 -1.07057 -3.01361
H 6.04865 0.91494 -1.40048
H 5.85506 0.61068 -3.06432
H 3.45286 -0.34842 0.28891
H 3.80793 1.48477 -0.11601
H 0.99631 -1.36645 0.30814
H -1.79871 -0.91692 0.02892
H -2.79197 1.47003 -1.24529
H 3.76827 5.74050 -1.12719
H 2.77728 8.34925 -0.47474
H 0.01608 8.87222 -0.76170
H -2.53792 6.41145 0.20533
H -3.53621 8.16917 -2.82659
F -1.33621 -2.82749 0.31990
C -5.97475 0.69339 -0.82345
Cl -4.92268 -0.71167 -0.61359
Cl -5.16047 2.17890 -0.31841
H -6.24853 0.77847 -1.87783
H -6.87461 0.55758 -0.21844
Al -4.37461 6.61528 1.23908
C -2.94225 -5.84066 -1.68331
Cl -1.49721 -5.17809 -2.46598
Cl -2.49766 -7.10605 -0.52545
Cl -3.85857 -4.55522 -0.87868
H -3.57734 -6.28611 -2.45330
C -1.03491 -9.33521 3.80274
S -0.79927 -8.69607 2.12695
O -2.05994 -8.96449 1.36051
C 0.41851 -9.93601 1.62139
H -1.79383 -8.72774 4.30207
H -1.37172 -10.37386 3.76421
H -0.09575 -9.26520 4.35668
H -0.00676 -10.93799 1.71475
H 1.31135 -9.84703 2.24398
H 0.68627 -9.75251 0.57790
Br -0.47461 9.97445 0.61292
B 0.42535 -6.95891 6.64154
F 1.45860 -7.66133 7.38489
F 0.49359 -5.53796 6.94160
F 0.62956 -7.16357 5.21669
F -0.88013 -7.47262 7.02277
Li -3.17461 -8.11035 5.04885
O -1.96012 -1.51614 -3.26770
H -2.27645 -0.84398 -3.88988
H -2.58725 -1.46658 -2.53065
C 1.52634 6.77791 2.67989
O 0.74823 5.69162 2.21242
H 1.82253 6.58406 3.71348
H 2.42046 6.88035 2.06002
H 0.93450 7.69567 2.63887
H 0.50031 5.89199 1.29384

Here are the Löwdin charges for atoms 1 to 6, given in e: N 0.00; C -0.58; N 0.05; N 0.03; C -0.09; C -0.03


No. 2
Computed, not measured: a cluster of 2 separate species, C2HBrO2 in total, with the ωB97M-V functional and the def2-TZVPD basis.

Computed properties:
Spin multiplicity = 1
Energy relative to the best compared isomer or geometry (same formula, charge and spin) = 27.4 kcal per mole

CARTESIAN COORDINATES (ANGSTROEM)
C -1.85052 -0.32096 -0.22984
C 1.94643 -0.27140 0.04939
O -2.23028 -1.38692 -0.18515
O -1.64004 0.80347 -0.28707
Br 2.93932 1.13780 0.54168
H 0.83508 0.03802 0.11099

Table of Löwdin atomic charges, one value per atom, all in e: C -0.47; C -0.52; O 0.24; O 0.21; Br 0.64; H -0.10


no.,lowest unoccupied orbital energy (eV),gap between HOMO and LUMO (eV)
1,-8.22,2.168
2,-1.11,7.958